# C40H25Br2F5IPSTa

A structure of composition C40H25Br2F5IPSTa (ωB97M-V with the def2-TZVPD basis set, OMol25).

CARTESIAN COORDINATES (ANGSTROEM)
Ta1 0.276 -0.063 -0.884
Br1 -2.025 1.035 -1.691
C1 -3.035 -0.144 -0.582
C2 -4.392 0.019 -0.604
C3 -5.177 -0.827 0.202
C4 -4.570 -1.764 0.993
C5 -3.162 -1.902 1.011
C6 -2.548 -2.857 1.854
C7 -1.184 -3.017 1.905
C8 -0.371 -2.243 1.084
C9 -0.900 -1.270 0.207
C10 -2.345 -1.086 0.190
H1 -4.859 0.776 -1.222
H2 -6.253 -0.724 0.189
H3 -5.165 -2.413 1.623
H4 -3.187 -3.468 2.482
H5 -0.743 -3.747 2.569
H6 0.693 -2.395 1.160
F1 5.418 -4.630 0.325
C11 4.792 -3.509 0.075
C12 3.452 -3.549 -0.312
F2 2.813 -4.697 -0.428
C13 2.827 -2.349 -0.552
F3 1.508 -2.320 -0.927
C14 3.453 -1.128 -0.431
S1 2.578 0.331 -0.831
C15 4.788 -1.103 -0.042
F4 5.425 0.044 0.087
C16 5.457 -2.294 0.210
F5 6.715 -2.280 0.582
Br2 -2.979 -2.009 -3.119
C17 -1.840 -2.869 -4.326
C18 -2.338 -3.941 -5.057
C19 -1.519 -4.622 -5.947
C20 -0.193 -4.259 -6.111
C21 0.329 -3.195 -5.387
C22 -0.520 -2.517 -4.522
I1 0.487 -0.850 -3.694
H7 -3.369 -4.237 -4.924
H8 -1.927 -5.447 -6.514
H9 0.446 -4.793 -6.800
H10 1.361 -2.903 -5.516
C23 0.897 0.117 4.917
C24 -0.098 1.067 4.756
C25 -0.341 1.628 3.508
C26 0.419 1.226 2.410
C27 1.437 0.278 2.586
C28 1.673 -0.276 3.831
P1 0.218 2.002 0.798
C29 1.644 3.021 0.438
C30 1.755 3.560 -0.849
C31 2.851 4.336 -1.183
C32 3.839 4.574 -0.232
C33 3.729 4.043 1.045
C34 2.630 3.263 1.388
C35 -1.246 3.035 0.808
C36 -1.187 4.380 0.445
C37 -2.339 5.156 0.493
C38 -3.538 4.603 0.909
C39 -3.599 3.264 1.290
C40 -2.461 2.483 1.237
H11 1.087 -0.304 5.896
H12 -0.681 1.391 5.608
H13 -1.103 2.387 3.407
H14 2.084 0.001 1.762
H15 2.470 -0.995 3.966
H16 0.982 3.388 -1.595
H17 2.936 4.761 -2.174
H18 4.695 5.183 -0.487
H19 4.495 4.240 1.782
H20 2.550 2.862 2.390
H21 -0.254 4.835 0.147
H22 -2.290 6.201 0.218
H23 -4.429 5.216 0.955
H24 -4.531 2.842 1.642
H25 -2.510 1.449 1.562

Cartesian forces (eV/Å) of the 3 atoms listed first:
-0.065 -0.236 -0.425
0.182 0.328 -0.394
-0.123 0.011 0.129

Summary:
highest occupied orbital energy: -16.59 eV
energy relative to the best compared isomer or geometry (same formula, charge and spin): 1.201 eV
total charge: +3
HOMO-LUMO gap: 5.933 eV
E_tot: -8279.86034 Eh
LUMO level: -10.655 eV